[1]
Formula: C19H34BBr2CaCl7F5NO4PS
Source: the Open Molecules 2025 dataset
Level of theory: ωB97M-V with the def2-TZVPD basis set

Last column: Mulliken charge in e.
Atoms and positions in Å:
O (1.51726, -4.45658, 4.70271)  -0.60
S (-0.02328, -4.69965, 4.47641)  1.04
O (-0.59101, -4.98899, 5.92034)  -0.56
Cl (-0.27145, -6.30951, 3.16812)  -0.11
C (-0.75806, -3.13070, 3.72727)  -0.49
C (-1.51473, -2.16112, 4.81098)  0.25
C (-3.14966, -2.28938, 4.83781)  -0.38
C (-3.72491, -3.81582, 5.00417)  -0.44
P (-5.15761, -4.14408, 3.72581)  -0.07
H (0.14445, -2.52576, 3.24000)  0.22
H (-1.44038, -3.45932, 2.80976)  0.42
H (-1.27225, -1.02876, 4.52041)  -0.18
H (-1.08943, -2.35428, 5.90773)  0.17
H (-3.59755, -1.78148, 3.85938)  0.32
H (-3.51099, -1.68731, 5.80304)  -0.05
H (-4.21000, -3.93444, 6.06537)  0.38
H (-2.94116, -4.66649, 4.82664)  0.13
H (-5.41447, -2.95354, 2.93505)  0.03
H (-4.77028, -5.24951, 2.88709)  0.04
B (-2.61445, -6.87030, 0.06469)  0.62
F (-2.29899, -8.27927, 0.23501)  -0.34
F (-3.57510, -6.46297, 1.07706)  -0.17
F (-1.40089, -6.08184, 0.20300)  -0.38
F (-3.18290, -6.65722, -1.25640)  -0.31
N (-2.01445, 0.30467, 7.35213)  -0.48
H (-1.03652, 0.49525, 7.10413)  0.36
H (-2.61395, 0.47492, 6.53620)  0.35
H (-2.10820, -0.67424, 7.64742)  0.37
H (-2.29922, 0.92281, 8.12098)  0.40
O (-0.32330, 0.40776, 4.22439)  -0.70
C (-0.26914, 0.57144, 3.01672)  0.42
O (-0.39532, -0.43036, 2.09766)  -0.31
C (-0.17169, 0.10072, 0.79239)  -0.26
C (-0.43904, 1.57818, 0.91294)  0.29
C (-0.01091, 1.87696, 2.32745)  -0.54
H (0.86219, -0.11225, 0.50103)  0.00
H (-0.84724, -0.37922, 0.07831)  0.39
H (0.08664, 2.17349, 0.16166)  -0.30
H (-1.51353, 1.77071, 0.80612)  0.24
H (1.05595, 2.10892, 2.38932)  0.31
H (-0.60819, 2.67948, 2.76635)  0.38
F (-0.66590, 5.24145, -1.09005)  -0.28
C (0.30224, 5.13715, -2.01007)  0.95
C (1.25083, 4.12706, -1.89363)  -0.29
C (2.25603, 4.01493, -2.85415)  -0.53
C (2.30780, 4.92189, -3.91553)  -0.89
C (1.35406, 5.93540, -4.02089)  -0.51
C (0.34259, 6.04035, -3.06645)  -0.52
H (1.19960, 3.43691, -1.05786)  0.37
H (2.99781, 3.22395, -2.77641)  0.40
H (3.09462, 4.83679, -4.66202)  0.65
H (1.39880, 6.64263, -4.84558)  0.42
H (-0.41206, 6.81658, -3.13789)  0.27
Br (2.87814, 0.52495, -2.58088)  -0.09
C (4.23797, -0.23625, -3.75378)  -0.55
C (4.04819, 0.22215, -5.18075)  -0.51
Br (2.58016, -0.73264, -6.03980)  -0.12
H (4.18966, -1.32240, -3.63648)  0.30
H (5.19030, 0.12566, -3.35620)  0.40
H (4.93043, -0.01407, -5.78234)  0.39
H (3.82941, 1.29020, -5.26874)  0.24
C (4.01367, -2.76909, -0.45007)  -0.13
Cl (4.11479, -3.84295, -1.85577)  -0.11
Cl (5.15902, -1.42657, -0.60901)  -0.11
Cl (2.36239, -2.15789, -0.25155)  -0.07
H (4.27780, -3.34332, 0.44163)  0.40
Cl (2.30418, 4.00718, -7.05542)  -0.13
C (0.78384, 4.56918, -7.79370)  -0.52
C (1.00494, 5.73030, -8.74999)  -0.39
Cl (1.48599, 7.21966, -7.89934)  -0.18
H (0.09333, 4.83661, -6.98776)  0.28
H (0.36106, 3.71742, -8.33484)  0.37
H (0.07595, 5.95606, -9.28196)  0.30
H (1.77498, 5.49990, -9.49298)  0.32
Cl (-5.01447, -7.48904, -0.00220)  0.15
Ca (-2.61447, 5.37896, -1.13420)  0.29

Atoms 1-6, force components in eV/Å:
-5.390 -0.672 -2.139
4.769 0.335 6.931
0.508 0.806 -5.775
-0.181 1.434 0.825
-0.518 1.158 -1.605
-0.462 0.259 0.388

For the relative energy (zero: lowest compared OMol25 entry of this formula, charge and spin), the calculation gives 119.9 kcal/mol. The LUMO energy is -6.237 eV. Its total charge is +1. For the highest occupied orbital energy, the calculation gives -7.37 eV. Its orbital gap is 1.13 eV. The value obtained for the electronic energy is -11410.2807 a.u.



[2]
Formula: C19H34CeN3O5P2
Source: the Open Molecules 2025 dataset
Level of theory: ωB97M-V with the def2-TZVPD basis set

Last column: Mulliken charge in e.
Atoms and positions in Å:
Ce (-1.25118, -0.54417, 0.69478)  0.46
P (-0.34474, 2.63136, 0.60729)  0.92
C (-1.27992, 2.95183, -0.94375)  -1.23
C (-1.88716, 1.88644, -1.83680)  0.43
N (-1.92434, 0.55408, -1.54816)  0.15
C (-2.35215, -0.29527, -2.52383)  0.69
C (-2.74068, 0.17252, -3.77502)  -0.86
C (-2.76940, 1.53831, -4.04291)  -0.67
C (-2.37035, 2.39647, -3.03367)  -0.85
C (-2.37325, -1.81059, -2.31390)  -1.14
P (-2.74169, -2.41286, -0.61556)  0.90
H (-2.38073, 3.47732, -3.16551)  0.56
H (-3.01410, -0.57003, -4.52076)  0.52
H (-3.08660, 1.91932, -5.00849)  0.49
H (-3.14611, -2.24926, -2.96744)  0.56
H (-1.39414, -2.22736, -2.61718)  0.47
H (-1.98438, 3.72290, -0.69636)  0.64
H (-0.59350, 3.53590, -1.59103)  0.65
H (-4.90108, 2.79789, 1.03977)  0.23
O (-5.69089, 3.21396, 1.38205)  -0.58
H (-6.09464, 3.56018, 0.56360)  0.35
H (-0.74101, 1.57793, 1.56016)  0.27
O (-2.65831, -0.16180, 2.13905)  -0.48
H (-3.59833, -0.21078, 2.39871)  0.32
C (-4.55066, -2.43093, -0.59210)  -1.31
H (-4.93716, -3.17711, -1.29753)  0.46
H (-4.87728, -2.68296, 0.42623)  0.43
H (-4.93723, -1.43670, -0.85128)  0.39
C (-2.27266, -4.15736, -0.70614)  -1.23
H (-2.12172, -4.52028, 0.31901)  0.41
H (-3.06079, -4.75638, -1.17927)  0.43
H (-1.32929, -4.28289, -1.25375)  0.42
C (1.35385, 2.94394, 0.02513)  -1.26
H (1.48679, 3.93551, -0.45272)  0.50
H (2.05720, 2.89830, 0.86756)  0.32
H (1.63599, 2.17892, -0.71735)  0.44
C (-0.72449, 3.97871, 1.76881)  -1.31
H (-0.13506, 3.79789, 2.67661)  0.45
H (-0.51842, 4.99666, 1.41635)  0.42
H (-1.79080, 3.91610, 2.01662)  0.48
C (4.12372, 0.71869, 2.36161)  -0.84
C (3.90583, -0.78209, 2.39796)  -0.88
C (3.58614, -1.48279, 1.04443)  1.77
C (4.79475, -1.64018, 0.08614)  -0.56
C (5.49627, -0.36562, -0.33839)  -1.41
C (3.08020, -2.89144, 1.35928)  -0.43
O (3.63084, -3.93772, 1.08545)  -0.49
N (1.86535, -2.87924, 2.08144)  0.07
C (0.87792, -2.01114, 1.71554)  0.48
O (-0.32444, -2.18936, 2.10711)  -0.61
N (1.14932, -1.00206, 0.86141)  -0.04
C (2.41584, -0.75938, 0.36187)  -0.13
O (2.54604, 0.01891, -0.58350)  -0.62
H (5.01647, 0.98064, 1.78661)  0.25
H (4.26305, 1.06600, 3.39100)  0.48
H (3.26221, 1.25711, 1.94360)  -0.03
H (4.79115, -1.29064, 2.80783)  0.42
H (3.07223, -1.00594, 3.08036)  0.43
H (5.51205, -2.33104, 0.55935)  0.46
H (4.42013, -2.15804, -0.81232)  0.44
H (6.13341, 0.02468, 0.46333)  0.32
H (6.12725, -0.60741, -1.20080)  0.45
H (4.75834, 0.38365, -0.65265)  0.30
H (1.53637, -3.77129, 2.44215)  0.36

Atoms 1-6, force components in eV/Å:
0.419 -1.109 2.308
0.791 3.494 0.002
-0.059 -0.691 -0.102
-0.407 -0.204 -0.368
0.388 0.265 0.200
-0.246 -0.021 -0.388

For the relative energy (zero: lowest compared OMol25 entry of this formula, charge and spin), the calculation gives 0.0 kcal/mol. The LUMO energy is -12.142 eV. Its total charge is +3. For the highest occupied orbital energy, the calculation gives -17.87 eV. Its orbital gap is 5.73 eV. The value obtained for the electronic energy is -2441.7600 a.u.



[3]
Formula: C19H34Cl4N2O4OsSi4Te
Source: the Open Molecules 2025 dataset
Level of theory: ωB97M-V with the def2-TZVPD basis set

Last column: Mulliken charge in e.
Atoms and positions in Å:
Os (-0.05047, 0.18049, -3.34205)  1.47
C (3.75253, 1.84559, -4.39615)  -1.54
C (2.38433, 1.53829, -3.89035)  0.62
N (1.84433, 0.33739, -3.92835)  0.23
O (2.60963, -0.68741, -4.49875)  -0.51
C (1.54153, 2.51419, -3.29075)  0.34
C (1.93933, 3.93449, -3.03875)  -1.59
N (0.34303, 2.04669, -2.95915)  0.33
O (-0.53587, 2.72529, -2.35105)  -0.67
H (4.02943, 1.09859, -5.13435)  0.46
H (4.47313, 1.80799, -3.57745)  0.29
H (3.78513, 2.83729, -4.84135)  0.37
H (2.04123, -1.47581, -4.52395)  0.42
H (2.94943, 3.98749, -2.63685)  0.39
H (1.23373, 4.36899, -2.33075)  0.37
H (1.89813, 4.51559, -3.96175)  0.34
Cl (-3.45727, -5.70111, -3.41665)  -0.20
C (-3.04957, -4.03111, -3.46525)  0.20
C (-4.06607, -3.07661, -3.47255)  0.32
Cl (-5.70957, -3.56841, -3.45885)  -0.20
C (-3.74947, -1.72411, -3.48555)  0.28
Cl (-4.98567, -0.53001, -3.47655)  -0.20
C (-2.41857, -1.29691, -3.48955)  0.25
O (-2.07517, -0.04501, -3.46005)  -1.11
C (-1.37337, -2.28141, -3.58365)  0.18
O (-0.15817, -1.85181, -3.77995)  -0.96
C (-1.71857, -3.63611, -3.52085)  0.25
Cl (-0.46367, -4.81511, -3.53935)  -0.21
C (-0.51757, 2.42479, 4.23645)  -1.07
Si (-0.72997, 2.25039, 2.33975)  0.44
C (-2.55617, 2.55349, 1.88015)  -1.11
C (0.34663, 3.56219, 1.46605)  -0.70
Si (-0.02597, -0.00121, 1.77225)  -0.07
Te (-0.02057, -0.25911, -0.80035)  -0.38
Si (2.24393, -0.49311, 2.40035)  0.43
C (2.32493, -0.74891, 4.29335)  -1.05
C (3.40273, 0.95859, 1.93165)  -1.08
C (2.88773, -2.05721, 1.51405)  -1.02
Si (-1.63187, -1.68921, 2.39075)  0.37
C (-0.94037, -3.39901, 1.89335)  -1.04
C (-1.89087, -1.61531, 4.28375)  -1.03
C (-3.28267, -1.40381, 1.47575)  -0.91
H (-0.85937, 3.39579, 4.58185)  0.38
H (0.52123, 2.32129, 4.53095)  0.27
H (-1.08537, 1.67039, 4.76985)  0.29
H (-2.85327, 3.58019, 2.07495)  0.38
H (-3.22537, 1.90839, 2.43965)  0.29
H (-2.71317, 2.36609, 0.82325)  0.36
H (0.04313, 4.57129, 1.73015)  0.40
H (0.24913, 3.46479, 0.38965)  -0.01
H (1.39643, 3.45949, 1.71905)  0.28
H (1.95433, 0.12219, 4.82185)  0.29
H (3.34103, -0.92961, 4.62915)  0.38
H (1.72233, -1.59661, 4.59915)  0.29
H (3.17873, 1.84849, 2.51005)  0.28
H (3.29153, 1.21049, 0.88175)  0.30
H (4.44753, 0.71449, 2.10165)  0.38
H (2.31603, -2.93401, 1.79525)  0.27
H (3.93103, -2.26071, 1.73535)  0.37
H (2.79413, -1.94251, 0.43865)  0.29
H (-0.05057, -3.64901, 2.46105)  0.27
H (-0.67347, -3.40031, 0.84085)  0.32
H (-1.66207, -4.19511, 2.04875)  0.39
H (-0.94877, -1.73151, 4.80815)  0.29
H (-2.55817, -2.39881, 4.62775)  0.39
H (-2.31847, -0.66511, 4.58385)  0.28
H (-3.11417, -1.37501, 0.40295)  0.22
H (-3.74307, -0.46361, 1.75855)  0.26
H (-4.00477, -2.19161, 1.66895)  0.38

Atoms 1-6, force components in eV/Å:
0.958 -2.789 2.238
-0.143 -0.286 -0.050
-0.303 1.253 0.406
-1.432 -1.100 -0.361
0.150 0.456 0.196
1.575 0.410 -0.389

For the relative energy (zero: lowest compared OMol25 entry of this formula, charge and spin), the calculation gives 59.8 kcal/mol. The LUMO energy (alpha / beta) is -2.511 / -2.415 eV. For the highest occupied orbital energy (alpha / beta), the calculation gives -7.51 / -7.51 eV. Its orbital gap (alpha / beta) is 5.00 / 5.09 eV. The value obtained for the electronic energy is -4512.2377 a.u.



[4]
Formula: C19H34N11O5
Source: the Open Molecules 2025 dataset
Level of theory: ωB97M-V with the def2-TZVPD basis set

Last column: Mulliken charge in e.
Atoms and positions in Å:
O (5.76494, -2.92464, -4.34406)  -0.65
O (3.15809, 0.98349, -5.84113)  -0.68
N (-3.00848, 3.08955, 5.35829)  -0.74
N (-4.76181, 3.02435, 2.07608)  -0.64
N (-2.75013, 1.75336, 2.06052)  -0.52
O (-1.16299, -0.66525, 7.20477)  -0.52
O (-0.52471, -0.32156, 4.37867)  -0.46
O (2.48881, 0.50620, 6.16286)  -0.57
C (4.60189, -2.81662, -4.69350)  0.70
C (2.61611, -0.06097, -6.16251)  -0.05
C (-1.89895, 2.39087, 5.44350)  -0.09
C (-2.35318, -0.55872, -1.51763)  0.78
C (-3.84613, 2.26595, 1.48013)  -0.38
C (-4.54957, 3.30101, 3.34134)  0.24
C (-2.56983, 2.09544, 3.34329)  0.11
C (-3.44094, 2.88645, 4.04361)  1.03
N (-1.83749, -0.12842, -0.39693)  -0.20
N (-5.49159, 4.07174, 3.91968)  -0.47
N (1.93169, -0.11998, -7.30733)  -0.12
N (-1.64369, -0.62565, -2.63333)  -0.14
N (-1.57118, 1.78772, 4.23335)  0.05
N (2.07228, 1.43719, 3.63467)  -0.69
N (4.05766, -1.61046, -4.87393)  -0.12
N (-3.60291, -0.92661, -1.51004)  -0.37
C (3.77092, -4.06401, -4.92783)  -0.99
C (1.23564, -1.26837, -7.89154)  -0.83
C (-0.12409, -1.40612, 6.54729)  -0.86
C (-0.19607, -0.36055, -2.73681)  -0.92
C (-0.36072, 1.02274, 3.91291)  -0.24
C (0.39296, -0.79306, -4.08605)  -0.44
C (0.47055, -0.62130, 5.37169)  0.06
C (1.11051, 0.70189, 5.79836)  -0.07
C (0.92341, 1.57984, 4.55631)  -0.08
C (1.90719, -0.98361, -3.91441)  -1.19
C (2.66351, -1.27554, -5.22003)  0.13
H (-1.59362, -1.20745, 7.88961)  0.31
H (2.86396, 1.30725, 6.56997)  0.35
H (-1.31239, 2.30890, 6.35313)  0.38
H (-4.01090, 2.03359, 0.43234)  0.39
H (-0.88272, 0.18033, -0.38636)  0.21
H (-2.38042, -0.01170, 0.44727)  0.09
H (-6.02150, 4.62211, 3.25724)  0.28
H (-5.17667, 4.50247, 4.78299)  0.28
H (1.96160, 0.73305, -7.84730)  0.29
H (-2.11933, -0.92561, -3.46714)  0.24
H (2.26370, 0.44712, 3.47351)  0.30
H (2.90285, 1.87812, 4.03156)  0.29
H (4.69559, -0.83800, -4.72645)  0.24
H (-4.04246, -1.26412, -2.34712)  0.18
H (-4.11763, -0.91128, -0.64747)  0.22
H (3.47210, -4.10517, -5.97307)  0.28
H (2.89894, -4.05615, -4.27898)  0.28
H (4.38161, -4.93646, -4.69634)  0.31
H (0.74466, -0.96668, -8.81900)  0.34
H (0.47927, -1.65202, -7.20546)  0.25
H (1.95039, -2.06051, -8.12479)  0.30
H (0.66983, -1.64055, 7.26453)  0.39
H (-0.52836, -2.35220, 6.17350)  0.39
H (0.00100, 0.70456, -2.59523)  0.35
H (0.31281, -0.91387, -1.94341)  0.54
H (-0.22948, 1.02665, 2.82657)  0.33
H (0.17811, -0.02873, -4.83373)  0.35
H (-0.04549, -1.74173, -4.39948)  0.34
H (1.24153, -1.24409, 4.90667)  0.29
H (0.56843, 1.13445, 6.64496)  0.32
H (0.80173, 2.63469, 4.82759)  0.51
H (2.07008, -1.81412, -3.22530)  0.50
H (2.33144, -0.08531, -3.45950)  0.32
H (2.19969, -2.12384, -5.71559)  0.48

Atoms 1-6, force components in eV/Å:
-0.055 0.171 -0.016
0.269 -0.132 0.468
0.210 -0.537 -0.285
0.565 -0.878 -1.592
0.315 -0.559 -1.098
0.182 0.007 -0.149

The LUMO energy is -2.632 eV. Its total charge is +1. For the highest occupied orbital energy, the calculation gives -10.83 eV. Its orbital gap is 8.20 eV. The value obtained for the electronic energy is -1722.7963 a.u.